A:
15
Properties=species:S:1:pos:R:3 method="wB97M-V/def2-TZVPD" multiplicity=1 smiles="[H]/N=C(/NN)N(N)C=O" e_homo_ev=-8.30 orbital_gap_ev=8.655
C 0.593 -0.758 -0.149
C -1.383 0.612 0.017
H 0.586 2.200 -0.581
H 2.438 1.363 -0.565
H 1.778 0.040 -1.711
H 0.714 -2.568 0.526
H -1.435 0.006 2.307
H -2.048 -1.221 1.528
H -2.468 0.467 0.390
N 1.406 1.350 -0.300
N 1.078 0.241 -0.922
N 1.290 -1.871 -0.049
N -0.695 -0.449 0.355
N -1.108 -0.949 1.660
O -1.079 1.541 -0.789

B:
15
Properties=species:S:1:pos:R:3 method="wB97M-V/def2-TZVPD" multiplicity=1 e_homo_ev=-7.60 orbital_gap_ev=8.109
C -0.765 0.438 -0.043
C 2.477 -0.662 0.011
H -0.741 2.393 0.244
H -2.389 1.767 0.122
H -1.153 -1.275 -1.042
H -3.002 -1.316 0.558
H 0.862 -1.165 1.100
H 3.023 -1.571 0.279
H 2.647 1.208 -0.571
N -1.367 1.610 0.026
N -1.499 -0.820 -0.220
N 0.520 0.516 0.018
N 1.138 -0.637 0.258
N 3.143 0.303 -0.466
O -2.894 -0.791 -0.276

Which of them is the most stable? Correct choice: B.

A:
19
Properties=species:S:1:pos:R:3 method="wB97M-V/def2-TZVPD" total_charge=+1 multiplicity=1 e_homo_ev=-13.92 orbital_gap_ev=10.848
C 1.855 0.574 0.078
C 1.215 -0.426 1.020
C -0.354 -0.454 0.950
N -2.999 0.218 -0.042
C -1.984 -0.146 -0.838
N -0.786 -0.399 -0.421
N 1.699 0.147 -1.332
H 2.910 0.632 0.355
H 1.346 1.539 0.184
H 1.497 -0.321 2.064
H 1.511 -1.445 0.726
H -0.636 0.465 1.501
H -0.744 -1.206 1.639
H -3.787 0.696 -0.436
H -2.821 0.220 0.940
H -2.168 0.029 -1.889
H 2.083 0.849 -1.955
H 0.046 -0.203 -1.115
H 2.117 -0.769 -1.429

B:
19
Properties=species:S:1:pos:R:3 method="wB97M-V/def2-TZVPD" total_charge=+1 multiplicity=1 e_homo_ev=-13.45 orbital_gap_ev=6.059
C -1.258 -0.567 1.623
C -0.329 -0.974 0.511
C 0.054 0.279 -0.604
C 0.577 -0.192 -1.821
N 1.824 -0.895 -1.995
N 0.745 1.331 0.187
N -1.565 0.870 1.623
H -0.870 -0.868 2.611
H -2.215 -1.101 1.567
H 0.660 -1.300 0.818
H -0.778 -1.699 -0.208
H 0.056 -0.033 -2.748
H 1.697 -1.724 -1.389
H 2.481 -0.213 -1.603
H -0.957 0.692 -0.478
H 1.014 2.111 -0.412
H 0.021 1.742 0.771
H -2.336 1.128 2.232
H 0.002 0.663 2.063

Which of them is the most stable? Correct choice: A.

A:
19
Properties=species:S:1:pos:R:3 method="wB97M-V/def2-TZVPD" total_charge=+1 multiplicity=1 e_homo_ev=-14.20 orbital_gap_ev=10.361
C 1.758 0.410 1.045
C -1.131 1.109 -2.008
C 0.311 -1.636 1.835
C -1.021 0.260 -0.770
N 1.357 0.818 -0.303
N 0.476 -0.311 1.098
N 0.318 -0.158 -0.328
H 2.679 -0.168 0.981
H 1.614 1.139 1.900
H -0.494 0.582 -2.794
H -2.268 1.105 -2.198
H -0.756 2.199 -1.829
H 1.186 -1.713 2.503
H -0.592 -1.654 2.390
H 0.268 -2.571 1.121
H -1.638 -0.612 -0.895
H -1.417 0.924 0.052
H 1.140 1.754 -0.655
H 0.672 -1.208 -1.076

B:
19
Properties=species:S:1:pos:R:3 method="wB97M-V/def2-TZVPD" total_charge=+1 multiplicity=1 e_homo_ev=-11.85 orbital_gap_ev=8.770
C -0.226 0.650 1.954
C 0.893 0.430 0.874
C 0.340 0.060 -0.497
C 0.486 0.785 -1.635
N 0.387 0.326 -2.948
N -0.489 -1.158 -0.522
N -0.929 -0.713 2.341
H -1.066 1.118 1.436
H 0.308 1.027 2.829
H 1.398 1.376 0.693
H 1.480 -0.450 1.123
H 0.559 1.869 -1.519
H 0.011 1.065 -3.527
H -0.180 -0.514 -2.911
H 0.093 -1.941 -0.819
H -1.370 -1.167 -1.023
H -0.316 -1.444 2.685
H -1.818 -0.621 2.813
H -0.974 -1.039 1.269

Which of them is the most stable? Correct choice: B.

A:
16
Properties=species:S:1:pos:R:3 method="wB97M-V/def2-TZVPD" total_charge=+1 multiplicity=1 e_homo_ev="-12.77 / -13.20" orbital_gap_ev="6.495 / 8.718"
C -0.675 -0.616 -0.138
C -3.156 0.928 0.053
C 2.707 0.607 0.258
N 0.464 0.022 -0.202
N -0.855 -1.870 -0.246
N 1.809 -0.464 -0.214
H -3.477 -0.054 -0.332
H -2.740 1.721 -0.531
H -3.544 1.084 1.130
H 2.374 1.528 -0.244
H 2.779 0.792 1.345
H 3.712 0.500 -0.137
H 0.343 1.019 -0.088
H -1.697 -2.189 0.016
H -0.324 -2.582 -0.806
H 2.118 -1.316 0.211

B:
16
Properties=species:S:1:pos:R:3 method="wB97M-V/def2-TZVPD" total_charge=+1 multiplicity=1 e_homo_ev=-14.34 orbital_gap_ev=11.241
C 0.058 -0.412 -2.445
C -1.221 -0.243 -2.142
H 0.555 -1.373 -2.417
H 0.640 0.415 -2.841
H -1.842 -1.052 -1.781
H -1.711 0.707 -2.330
N 0.500 0.281 2.730
C 0.418 0.205 1.393
N 0.074 1.276 0.688
N 0.747 -0.923 0.767
H 0.129 1.106 3.170
H 0.476 -0.569 3.270
H -0.117 1.211 -0.300
H 0.038 2.174 1.139
H 0.504 -1.029 -0.210
H 0.753 -1.774 1.310

C:
16
Properties=species:S:1:pos:R:3 method="wB97M-V/def2-TZVPD" total_charge=+1 multiplicity=1 smiles="CCNC(N)=[NH2+]" e_homo_ev=-14.71 orbital_gap_ev=11.627
C -0.558 -0.820 0.667
N -1.051 -1.225 1.926
N 0.537 0.022 0.651
N -1.119 -1.175 -0.428
C 0.507 1.683 -1.138
C 1.193 0.447 -0.611
H -0.471 -1.074 2.737
H -1.726 -2.017 1.987
H 0.972 0.305 1.541
H -0.794 -0.775 -1.303
H -1.979 -1.712 -0.451
H 1.080 2.075 -1.994
H -0.539 1.488 -1.472
H 0.513 2.473 -0.378
H 2.246 0.657 -0.387
H 1.188 -0.350 -1.347

D:
16
Properties=species:S:1:pos:R:3 method="wB97M-V/def2-TZVPD" total_charge=+1 multiplicity=1 e_homo_ev=-13.46 orbital_gap_ev=9.997
C 0.638 -0.795 -1.146
C -0.327 0.865 0.057
C -0.604 -0.616 2.015
N 1.413 -0.888 -2.276
N -0.528 2.035 -0.506
N -0.738 0.611 1.263
H 1.172 -1.079 -0.254
H -0.361 -1.180 -1.274
H -1.592 -0.984 2.294
H -0.099 -1.376 1.429
H -0.037 -0.427 2.927
H 0.995 -0.733 -3.183
H -1.021 2.787 -0.031
H -0.208 2.224 -1.440
H -1.230 1.350 1.770
H 2.394 -0.662 -2.206

Which of them is the most stable? Correct choice: C.

A:
16
Properties=species:S:1:pos:R:3 method="wB97M-V/def2-TZVPD" total_charge=+1 multiplicity=1 smiles="C=N[C@@H]([NH3+])CN" e_homo_ev=-13.22 orbital_gap_ev=9.672
C -0.277 2.073 0.030
C -0.683 -1.043 0.260
C 0.452 -0.202 -0.428
N 0.555 1.146 0.178
N -1.945 -0.477 -0.014
N 1.829 -0.719 0.120
H -0.285 2.925 0.606
H -1.169 1.807 -0.490
H -0.430 -0.960 1.266
H -0.669 -2.036 -0.052
H 0.551 -0.100 -1.480
H -2.205 0.392 0.530
H -2.420 -0.514 -0.953
H 2.060 -0.255 0.939
H 1.960 -1.776 -0.024
H 2.676 -0.261 -0.487

B:
16
Properties=species:S:1:pos:R:3 method="wB97M-V/def2-TZVPD" total_charge=+1 multiplicity=1 e_homo_ev=-12.37 orbital_gap_ev=9.217
C 0.538 -0.762 -0.588
C -1.497 -0.118 0.327
C 0.211 1.562 -0.015
N -0.247 0.233 0.222
N 1.666 -0.675 0.366
N -1.827 -1.097 -0.416
H 0.790 -0.369 -1.472
H -2.100 0.507 0.969
H 0.354 1.714 -1.025
H -0.715 2.230 0.256
H 0.940 1.801 0.749
H 1.954 0.286 0.372
H 2.391 -1.422 0.358
H 1.283 -0.896 1.266
H -2.792 -1.494 -0.594
H -0.950 -1.501 -0.775

Which of them is the most stable? Correct choice: A.

A:
42
Properties=species:S:1:pos:R:3 method="wB97M-V/def2-TZVPD" multiplicity=1 e_homo_ev=-11.36 orbital_gap_ev=11.183
O 4.557 -0.666 -0.603
H 4.660 -1.546 -0.967
H 4.963 -0.715 0.262
O -3.021 -0.256 -3.848
H -3.572 0.061 -3.132
H -3.581 -0.208 -4.622
O 4.587 4.364 -1.605
H 5.057 3.592 -1.920
H 3.673 4.084 -1.555
O -4.943 -4.587 -0.501
H -4.143 -5.019 -0.204
H -5.649 -5.056 -0.055
O 1.088 1.604 4.427
H 1.849 2.166 4.284
H 0.827 1.325 3.549
O -0.680 -0.127 0.512
H -0.851 -0.548 -0.330
H -0.175 0.656 0.291
O 0.168 -5.948 0.605
H 0.380 -5.734 -0.303
H 0.518 -5.215 1.112
O 2.203 6.098 2.523
H 1.325 5.756 2.359
H 2.642 6.050 1.674
O 2.358 -2.902 4.132
H 3.293 -2.713 4.214
H 1.931 -2.243 4.679
O -5.043 2.985 -0.542
H -4.308 3.325 -0.032
H -5.505 2.403 0.061
O -3.183 -1.678 6.142
H -3.044 -1.538 7.078
H -2.452 -1.226 5.720
O 0.426 -3.814 -3.694
H 0.774 -3.861 -4.585
H -0.437 -3.413 -3.794
O 1.629 0.454 -6.018
H 2.340 -0.180 -5.918
H 0.871 0.029 -5.618
O -0.320 4.475 -1.051
H -0.613 4.417 -1.961
H -0.598 5.345 -0.765

B:
42
Properties=species:S:1:pos:R:3 method="wB97M-V/def2-TZVPD" multiplicity=1 e_homo_ev=-10.59 orbital_gap_ev=10.080
H -0.511 0.493 0.431
H -0.491 0.240 -1.040
H -3.715 -0.574 -0.733
H -3.125 -2.000 -0.415
H -0.474 2.049 2.439
H -1.660 1.669 1.678
H -1.768 1.567 -0.766
H -1.067 2.489 -1.877
H -0.436 -2.374 1.929
H -0.506 -3.119 3.314
H 1.983 1.458 3.811
H 3.323 0.688 3.920
H -5.497 2.846 0.523
H -4.320 2.473 -0.309
H 1.477 -2.823 -2.980
H 0.400 -1.901 -2.659
H 2.511 3.619 1.783
H 2.005 3.119 3.106
H 3.197 -1.087 -3.146
H 2.703 -2.236 -3.930
H 0.397 -0.436 -4.316
H 1.568 0.129 -3.610
H -1.467 1.202 4.880
H -0.147 1.707 4.190
H -0.468 -3.757 -3.988
H -0.047 -3.589 -2.535
H 3.051 -0.098 -0.489
H 1.933 0.316 0.383
O -0.649 -0.243 -0.241
O -3.420 -1.091 -0.012
O -0.726 1.311 1.912
O -0.956 2.161 -1.013
O -0.398 -3.183 2.321
O 2.419 0.678 4.298
O -4.566 2.537 0.600
O 1.055 -2.075 -3.355
O 2.559 2.871 2.399
O 3.503 -1.858 -3.652
O 1.248 0.083 -4.461
O -0.544 0.948 4.600
O -0.803 -3.736 -3.082
O 2.427 -0.470 0.089

Which of them is the most stable? Correct choice: A.